C30H24F15GeIrO6S | the ωB97M-V functional and the def2-TZVPD basis

As for the multiplicity: 6. The value obtained for the molar mass is 1062.4 Da. The value obtained for the HOMO-LUMO gap (spin up / spin down) is 8.607 / 3.942 eV. As for the charge: +3. The LUMO energy (spin up / spin down) is -7.6 / -12.3 eV. Its expectation value of S² is 8.779.

Each line ends with the Mulliken charge.
Element x y z (Å)
Ir 2.2653 -1.8766 2.2014  1.3463
C -0.4456 -1.6325 3.7900  -0.6746
C 0.1659 -2.9940 4.0856  -0.4925
O 1.5595 -2.9911 3.8457  -0.3796
C 2.2944 -3.2584 5.0879  -0.7003
C 2.4890 -4.7784 5.3653  -0.4299
O 3.7505 -5.2318 4.8313  -0.4247
C 3.8766 -5.8090 3.5048  -0.5499
C 3.1527 -5.0511 2.3785  -0.5207
O 3.6530 -3.6747 2.3611  -0.2140
C 4.7812 -3.5952 1.4084  -0.4430
C 5.2274 -2.1652 1.2380  -0.6820
O 4.0437 -1.3293 1.0808  -0.2714
C 4.1486 -0.2132 0.2339  -0.5339
C 2.9852 0.6945 0.5560  -0.3955
O 1.9042 -0.0181 1.1541  -0.2921
C 0.8647 0.9040 1.5184  -0.4689
C -0.2572 0.1692 2.1739  -0.3454
O 0.3465 -1.0791 2.7700  -0.4901
H -0.6328 -0.9706 4.6238  0.4136
H -1.5016 -1.7992 3.4325  0.3916
H -0.3638 -3.7927 3.5165  0.3417
H -0.0682 -3.3619 5.1876  0.5049
H 1.7704 -2.8521 5.9572  0.6551
H 3.2703 -2.6624 4.9734  0.2424
H 1.7105 -5.3465 4.8693  0.3177
H 2.5295 -4.9281 6.4503  0.3858
H 3.5428 -6.8587 3.5001  0.4152
H 4.9683 -5.8083 3.3691  0.2938
H 2.0194 -5.0561 2.5026  0.1633
H 3.4561 -5.5679 1.4977  0.5615
H 4.5013 -3.9980 0.3940  0.4106
H 5.5925 -4.2696 1.8272  0.3330
H 5.8723 -2.2284 0.3673  0.4854
H 5.8013 -1.7964 2.0368  0.3654
H 4.0353 -0.4416 -0.8572  0.3539
H 5.0473 0.3726 0.3611  0.3845
H 2.7363 1.2227 -0.4432  0.2196
H 3.2537 1.5235 1.2605  0.4123
H 0.4419 1.5115 0.6609  0.2099
H 1.3012 1.6967 2.1818  0.4406
H -0.8994 -0.1266 1.3564  0.1865
H -0.7884 0.7028 2.9636  0.4738
F -1.9485 0.1994 -5.4033  -0.3281
C -1.1206 1.2454 -5.2400  -0.0389
C -0.9912 1.8663 -3.9730  -0.1344
C -0.0677 2.9000 -3.8702  0.0773
F 0.0233 3.7043 -2.8118  -0.3421
C 0.6915 3.2746 -4.9353  0.4979
F 1.4479 4.3789 -4.8460  -0.2651
C 0.4919 2.6511 -6.1600  0.3596
F 1.1469 3.1377 -7.2202  -0.2433
C -0.2183 1.5020 -6.2841  0.3945
F -0.1264 0.8076 -7.4325  -0.2455
Ge -2.4371 1.6879 -2.6578  0.4459
S -1.7505 -0.1257 -1.6761  -0.2386
C -4.3175 1.6702 -2.9433  0.2938
C -4.8555 1.7132 -4.2576  0.5618
F -4.1213 2.2236 -5.2762  -0.2549
C -6.1855 1.4201 -4.5366  0.0359
F -6.5975 1.3396 -5.8378  -0.2364
C -7.1516 1.3657 -3.5135  0.4949
F -8.4475 1.0509 -3.7462  -0.2143
C -6.7223 1.4616 -2.1951  0.0626
F -7.5361 1.3951 -1.0976  -0.2371
C -5.3479 1.6541 -1.9408  0.2388
F -5.0950 1.9624 -0.6400  -0.2807
C -2.5412 3.4470 -1.8198  0.6616
C -2.8911 4.5027 -2.6596  0.4091
F -2.7211 4.3599 -3.9470  -0.2215
C -3.2185 5.8010 -2.1865  0.1126
F -3.5246 6.8529 -2.9715  -0.2323
C -3.3646 5.9246 -0.7796  0.4382
F -3.7199 7.0692 -0.1914  -0.1938
C -2.9877 4.8742 0.0689  0.4313
F -3.1695 5.0876 1.4090  -0.2243
C -2.6157 3.6667 -0.4476  -0.2623
F -2.4111 2.6938 0.4457  -0.3220


C31H82FO13 | the ωB97M-V functional and the def2-TZVPD basis

The value obtained for the molar mass is 682.0 Da. The value obtained for the HOMO-LUMO gap is 4.045 eV. As for the charge: -1. The LUMO energy is 1.8 eV.

Each line ends with the Mulliken charge.
Element x y z (Å)
C 2.2124 -2.4197 1.2031  -0.1183
C 2.2968 -0.8120 0.8916  -0.5233
C 3.0863 -0.4105 -0.4878  0.0712
C 4.6892 -0.6833 -0.2805  -0.8310
C 2.7400 1.1356 -1.0244  -0.0577
C 3.1963 2.2471 0.1183  0.3892
C 2.6910 3.7674 -0.2851  -0.2022
C 1.0894 3.8907 0.0870  -0.1761
C 0.1973 4.7277 -1.0064  -0.4778
C -1.4257 4.7659 -0.6070  -0.3644
C -2.1467 3.2783 -0.8147  -0.3237
C -3.5373 3.1661 0.1077  -0.4124
C -4.7494 3.7175 -0.8544  -0.3900
C -6.2628 3.4540 -0.2805  -0.6884
C -6.6735 1.8593 -0.1590  0.1040
C -8.3132 1.7060 0.0985  -0.4999
C -9.0299 0.6105 -0.8928  -0.4979
O -8.2420 -0.6470 -0.9286  -0.3137
C -7.7951 -0.9281 -2.3065  -0.4375
C 3.6065 1.2811 -2.4076  -0.6096
C 5.0409 2.0575 -2.2604  0.4650
O 6.2173 1.3713 -2.2295  -0.5587
F 5.2065 3.5582 -2.2007  -0.3047
H 1.7264 -2.5374 2.2840  0.0492
H 1.5347 -2.9067 0.3800  -0.2211
H 3.2785 -2.9433 1.2792  0.2256
H 2.8738 -0.2666 1.7831  0.0198
H 1.1969 -0.3573 0.9246  0.2161
H 2.7049 -1.1702 -1.3254  0.2206
H 5.1449 -0.8484 -1.3711  0.1948
H 5.2827 0.2013 0.2164  -0.0081
H 4.8568 -1.7270 0.2706  0.3218
H 4.3214 2.1772 0.4297  -0.4733
H 2.5728 1.9569 1.0944  -0.0411
H 2.7623 3.8848 -1.4683  0.1629
H 3.3580 4.6236 0.1814  0.1954
H 1.0086 4.3244 1.1838  0.1781
H 0.6504 2.7849 0.1506  -0.2195
H 0.5782 5.8550 -1.0610  0.2498
H 0.2982 4.3210 -2.1234  0.2163
H -1.5845 5.0731 0.5337  0.3318
H -2.0331 5.5331 -1.2769  -0.0158
H -1.3913 2.3886 -0.5720  0.0892
H -2.4587 3.1821 -1.9540  0.2924
H -3.6985 2.0553 0.4824  0.2466
H -3.3758 3.8304 1.0623  0.2583
H -4.6103 4.8996 -0.9117  0.0718
H -4.6691 3.2635 -1.9322  0.2744
H -6.5059 4.0547 0.7220  0.2596
H -7.0079 3.9115 -1.0927  0.3063
H -6.0785 1.3298 0.7300  0.1842
H -6.4373 1.3495 -1.2023  -0.1614
H -8.5455 1.3458 1.2100  0.2797
H -8.8703 2.7505 -0.0389  0.2929
H -9.2791 1.0051 -1.9662  0.3102
H -10.0697 0.3221 -0.3936  0.2391
H -7.0630 -0.0936 -2.7156  0.1987
H -7.2393 -1.9836 -2.2707  0.1577
H -8.7156 -0.9455 -3.0655  0.2269
H 3.8291 0.2308 -2.9129  0.3578
H 2.9596 1.9225 -3.1791  0.3232
C -4.5271 -2.4811 -4.0860  -0.4501
O -5.9364 -2.3533 -4.1288  -0.4869
H -4.1358 -1.8371 -3.2949  0.1396
H -4.2608 -3.5192 -3.8728  0.2393
H -4.1032 -2.1746 -5.0454  0.3038
H -6.2548 -2.9356 -4.8394  0.2602
C 3.3063 2.5157 3.7160  -0.4279
O 2.5029 1.4157 4.1016  -0.5182
H 2.7199 3.1757 3.0724  0.0461
H 3.6239 3.0657 4.6053  0.3679
H 4.1792 2.1556 3.1661  0.2517
H 3.0497 0.8483 4.6713  0.2979
C -0.6130 -4.2372 3.9043  -0.6050
O -0.4436 -4.5332 2.5303  -0.3299
H 0.0042 -3.3728 4.1603  0.2341
H -1.6623 -4.0040 4.1011  0.2071
H -0.3007 -5.0956 4.5041  0.2821
H -1.0028 -5.3037 2.3328  0.2020
C -3.0469 8.8905 -1.9116  -0.5495
O -2.9201 7.5285 -2.2762  -0.4573
H -2.7183 9.0135 -0.8770  0.2255
H -2.4216 9.5035 -2.5654  0.2527
H -4.0924 9.1961 -1.9983  0.2418
H -3.2188 7.4504 -3.1983  0.2650
C -1.1708 -3.0125 -1.9640  -0.5049
O -1.9509 -3.8183 -2.8279  -0.5115
H -1.5702 -1.9956 -1.9697  0.2951
H -1.2172 -3.4141 -0.9488  0.2251
H -0.1359 -2.9971 -2.3143  0.2359
H -1.5731 -4.7139 -2.8022  0.2755
C 1.1729 -7.7727 1.1687  -0.3716
O -0.2364 -7.6449 1.1260  -0.4764
H 1.5642 -7.1287 1.9598  0.1559
H 1.4392 -8.8108 1.3820  0.3116
H 1.5968 -7.4662 0.2093  0.1088
H -0.5548 -8.2272 0.4154  0.2559
C 6.8531 4.0651 1.5326  -0.2605
O 6.9799 2.7031 1.1680  -0.5068
H 7.1817 4.1880 2.5673  0.2709
H 7.4784 4.6781 0.8788  0.1152
H 5.8076 4.3707 1.4459  0.0782
H 6.6812 2.6250 0.2459  0.2415
C 9.8729 5.0611 -1.0354  -0.5912
O 8.4636 5.1889 -1.0781  -0.4784
H 10.2642 5.7051 -0.2443  0.2196
H 10.1392 4.0230 -0.8221  0.2733
H 10.2968 5.3676 -1.9948  0.2823
H 8.1452 4.6066 -1.7887  0.2800
C 4.5292 -7.3255 3.8022  -0.5172
O 3.7491 -8.1313 2.9383  -0.4472
H 4.1298 -6.3086 3.7965  0.1998
H 4.4828 -7.7271 4.8174  0.2623
H 5.5641 -7.3101 3.4519  0.2522
H 4.1269 -9.0268 2.9640  0.2677
C 1.7187 -5.4098 -2.1645  -0.4824
O 2.1749 -4.7295 -1.0099  -0.3108
H 2.2658 -5.0393 -3.0346  0.2518
H 1.8997 -6.4817 -2.0524  0.3394
H 0.6509 -5.2221 -2.3012  -0.0162
H 1.6719 -5.0790 -0.2547  0.2140
C -4.2813 -5.7817 3.3719  -0.5212
O -3.8251 -5.1014 4.5265  -0.4741
H -3.7342 -5.4112 2.5017  0.1866
H -4.1003 -6.8536 3.4839  0.2618
H -5.3491 -5.5940 3.2352  0.2843
H -4.3281 -5.4509 5.2817  0.2810


C39H35IN5O10RbS | the ωB97M-V functional and the def2-TZVPD basis

The value obtained for the molar mass is 978.2 Da. The value obtained for the HOMO-LUMO gap is 5.439 eV. As for the charge: -2. The LUMO energy is 3.7 eV.

Each line ends with the Mulliken charge.
Element x y z (Å)
Rb 0.3554 0.7082 -0.3207  0.6637
C -0.8137 -1.0126 3.8415  -1.0207
C -0.2939 -2.1471 3.0136  0.0490
N -0.8032 -3.3431 3.1737  -0.7490
C -0.3383 -4.3557 2.3962  -1.1855
C 0.6418 -4.1825 1.4532  0.4603
C 1.0720 -5.3734 0.6403  -0.7609
O 2.4264 -5.7786 0.8616  -0.6328
C 1.2219 -2.9084 1.2695  1.8713
C 2.1803 -2.7484 0.1667  -1.1690
N 3.1650 -1.9617 -0.0526  -0.5290
C 3.6830 -1.0741 0.9021  0.4023
C 3.9181 -1.4553 2.2233  -0.0143
C 4.5030 -0.5861 3.1245  -0.7197
C 4.8614 0.6967 2.7288  -0.6448
C 4.6579 1.0880 1.4149  -0.4075
C 4.1074 0.1963 0.5065  -0.1839
I 3.9083 0.7933 -1.4876  0.1428
C 0.7116 -1.8115 2.0157  0.5623
O 1.0398 -0.6066 1.8437  -1.0160
H -1.5044 -1.3961 4.5918  0.3782
H 0.0086 -0.4728 4.3158  0.3182
H -1.3267 -0.2815 3.2107  0.0664
H -0.7805 -5.3325 2.5576  0.2882
H 0.4618 -6.2313 0.9206  0.4449
H 0.9096 -5.1906 -0.4276  0.1201
H 2.9901 -5.0054 0.7477  0.4899
H 2.0109 -3.4460 -0.6587  0.8193
H 3.6022 -2.4420 2.5377  0.4646
H 4.6552 -0.9028 4.1494  0.3659
H 5.2887 1.3941 3.4384  0.3546
H 4.9094 2.0881 1.0914  0.3369
O -3.0006 -1.8561 1.2296  -0.6883
C -2.3507 -1.3581 0.1452  0.3472
O -1.2727 -1.8062 -0.2104  -0.5149
C -3.0553 -0.3044 -0.5379  0.0034
C -4.1836 0.3390 -0.1031  -0.3522
C -4.6277 1.5166 -0.7252  -1.1524
C -3.6893 2.1864 -1.5244  -0.1000
C -2.5450 1.5682 -1.9696  0.1436
N -2.5309 0.1349 -1.8080  0.3741
C -1.3226 2.2202 -2.3878  0.3225
O -1.3043 3.5739 -2.3008  -0.6129
O -0.3408 1.6199 -2.7950  -0.6398
H -2.3872 -2.4821 1.6536  0.3808
H -4.6589 -0.0274 0.7990  0.4559
H -5.5047 2.0339 -0.3638  0.3446
H -3.8084 3.2480 -1.7043  0.5299
H -1.7642 3.8252 -1.4663  0.1364
C 2.8496 -4.9414 -5.2642  -0.9186
C 2.3906 -5.9473 -6.2870  0.7193
O 3.1356 -6.7221 -6.8363  -0.5821
S 0.6554 -6.0263 -6.7127  -0.2066
C -0.0762 -4.7269 -5.7721  -0.3803
C -0.5144 -4.9436 -4.4645  -0.2199
C -1.0529 -3.9118 -3.7207  -0.4566
C -1.1910 -2.6216 -4.2661  0.1560
C -0.7641 -2.4196 -5.5879  -0.7015
C -0.2189 -3.4559 -6.3235  -0.2012
C -1.6999 -1.5712 -3.4712  -0.2813
C -2.1392 -0.7261 -2.7221  0.3913
H 3.9236 -5.0496 -5.1399  0.3184
H 2.3407 -5.0978 -4.3124  0.2100
H 2.6004 -3.9288 -5.5829  0.3178
H -0.4035 -5.9269 -4.0225  0.4404
H -1.3565 -4.0688 -2.6935  0.4800
H -0.8502 -1.4305 -6.0179  0.4619
H 0.1196 -3.2774 -7.3375  0.4077
C -2.0190 7.2107 0.9643  -1.3678
C -2.1086 6.2210 2.1220  -1.0400
C -1.0623 5.1121 2.1255  2.4202
C -1.2743 4.1634 3.3406  -1.0234
C -1.1914 4.8344 4.7081  -1.3589
C 0.3376 5.6978 2.2284  -0.0825
O 0.5825 6.7773 2.7427  -0.7198
N 1.3108 4.8816 1.7496  0.1233
C 1.0982 3.6471 1.0652  0.0006
O 2.1015 2.9660 0.8869  -0.5053
N -0.1413 3.3400 0.6312  0.2582
C -1.1447 4.2044 0.8852  -0.4634
O -2.1767 4.2409 0.2105  -0.6885
H -2.8016 7.9676 1.0580  0.4067
H -2.1465 6.7093 0.0062  0.2327
H -1.0588 7.7285 0.9716  0.3370
H -3.0893 5.7396 2.1214  0.4609
H -2.0052 6.7743 3.0567  0.3850
H -0.5480 3.3511 3.2843  0.2803
H -2.2580 3.7043 3.2071  0.5165
H -0.2744 5.4174 4.8124  0.3078
H -1.2016 4.0778 5.4950  0.4263
H -2.0310 5.5076 4.8870  0.3013
H 2.2715 5.1690 1.8544  0.2949